No. 1
Below is 5 unconnected molecules or ions with the total composition C27H31BrClFN3O12 at a distorted geometry, with properties calculated with ωB97M-V/def2-TZVPD.

Computed properties:
- Highest occupied orbital energy: -0.412 Eh
- Spin multiplicity: 1
- HOMO-LUMO gap: 0.24925 Ha
- E_LUMO: -4.4 eV
- Net charge: +1

```
76
C27H31BrClFN3O12, DFT ωB97M-V/def2-TZVPD
Br -0.017 0.022 2.690
Cl 0.637 5.246 5.655
F 3.085 1.179 3.154
O -4.269 -4.471 -5.255
O 0.636 -7.244 -7.366
O 1.914 -3.209 -2.642
O 2.346 -3.559 -0.460
O 0.337 8.367 4.357
O 1.288 9.876 5.728
O -2.852 -5.748 -6.451
O 2.310 -8.544 -8.186
O 2.083 -5.333 -1.857
O 2.316 -7.885 -6.010
O 2.293 7.863 5.402
O -2.083 -4.597 -4.648
N 2.198 2.029 3.702
N 1.028 3.795 4.805
N -3.767 3.785 3.562
C -2.330 3.793 3.564
C -4.936 -4.860 -6.450
C 1.391 8.632 5.180
C -0.397 11.624 5.793
C 1.803 -7.945 -7.275
C -4.383 2.754 4.350
C -0.608 9.408 4.582
C -1.534 2.728 4.386
C 5.043 3.002 4.666
C 2.367 3.271 4.437
C 0.792 1.606 3.540
C 2.611 -2.189 -0.742
C 5.805 1.983 4.318
C 0.267 -6.921 -6.030
C -4.180 -6.096 -6.833
C -2.985 -4.911 -5.380
C 1.602 -6.842 -5.354
C -4.257 -6.452 -8.302
C 2.256 -1.305 0.434
C 0.085 2.793 4.290
C 2.115 -4.146 -1.672
C 1.773 -1.967 -1.966
C 0.282 10.547 4.974
C 3.764 4.004 4.775
C -3.763 1.642 5.262
C 1.563 -7.055 -3.856
C -2.160 1.595 5.309
H 1.154 -6.181 -3.353
H 0.770 10.998 4.102
H 2.606 -0.282 0.271
H -1.188 9.613 3.679
H 2.134 -1.141 -2.583
H -0.369 -7.728 -5.650
H 4.010 4.878 4.044
H -1.558 0.833 5.917
H -0.285 -5.980 -5.992
H -5.238 -6.866 -8.549
H 2.114 -5.898 -5.580
H 2.710 -1.689 1.352
H 3.681 -2.099 -0.963
H -4.398 0.865 5.850
H -3.490 -7.188 -8.558
H -4.838 -4.044 -7.174
H -5.549 2.740 4.307
H -0.995 11.195 6.602
H 0.710 -1.817 -1.748
H -4.481 -6.959 -6.227
H 6.354 0.976 4.137
H -1.052 12.233 5.165
H 0.953 -7.924 -3.591
H 3.804 4.420 5.865
H 1.176 -1.278 0.604
H -4.081 -5.579 -8.936
H -1.758 4.573 2.924
H 2.568 -7.244 -3.471
H -1.285 9.085 5.380
H -5.995 -5.051 -6.264
H 0.347 12.275 6.261
```

=====

No. 2
Below is a molecular structure, C4H12N2OS at a distorted geometry, with properties calculated with ωB97M-V/def2-TZVPD.

Computed properties:
- Relative energy (zero: lowest compared OMol25 entry of this formula, charge and spin): 139.3 kcal per mole
- Highest occupied orbital energy (spin up / spin down): -0.302 / -0.302 Eh
- Spin multiplicity: 1
- HOMO-LUMO gap (spin up / spin down): 0.30737 / 0.30741 Ha
- E_LUMO (spin up / spin down): 0.1 / 0.1 eV

```
20
C4H12N2OS, DFT ωB97M-V/def2-TZVPD
S -0.469 -0.752 2.131
O -1.601 -1.227 2.889
N 0.737 -1.842 2.209
N -1.001 -1.140 -0.035
C 0.597 0.264 -1.359
C 0.018 0.775 2.560
C -0.717 -0.046 -0.933
C 0.605 1.300 -2.473
H 1.487 -1.558 1.458
H -1.945 -1.059 0.218
H 0.452 -2.737 1.987
H -1.124 0.797 -0.403
H 1.640 1.483 -2.745
H 0.780 1.184 1.847
H -0.008 0.983 -3.369
H -0.595 1.654 2.520
H -1.366 -0.204 -1.783
H 1.343 0.558 -0.713
H 0.100 2.141 -2.175
H 1.066 -0.574 -1.831
```

=====

No. 3
Below is 4 unconnected molecules or ions with the total composition C4H15NO5 at a distorted geometry, with properties calculated with ωB97M-V/def2-TZVPD.

Computed properties:
- Relative energy (zero: lowest compared OMol25 entry of this formula, charge and spin): 60.1 kcal per mole
- Highest occupied orbital energy: -0.368 Eh
- Spin multiplicity: 1
- HOMO-LUMO gap: 0.38515 Ha
- SMILES string: C[C@@H](CO)NC=O.O.O.O
- E_LUMO: 0.5 eV

```
25
C4H15NO5, DFT ωB97M-V/def2-TZVPD
O 0.919 0.245 3.847
O -2.500 -0.314 1.119
O 0.480 -1.032 0.782
O -0.720 2.787 -0.159
O 0.637 -3.164 -1.146
N 1.641 0.529 -0.610
C 1.561 -0.529 0.248
C 0.306 1.090 -1.326
C -0.279 -0.069 -2.127
C -0.755 1.357 -0.259
H -0.707 -0.725 -1.463
H -1.708 0.940 -0.514
H -2.709 -0.181 2.094
H 2.499 -1.052 0.498
H 0.548 -2.148 -1.152
H -0.009 0.529 3.717
H 1.260 -0.479 3.299
H 2.469 0.774 -1.170
H 0.514 -0.750 -2.512
H -0.345 1.004 0.684
H -0.852 0.311 -3.063
H 0.317 -3.473 -0.252
H 0.644 2.059 -1.791
H -1.492 3.177 0.348
H -1.719 -0.887 0.905
```

=====

No. 4
Below is 2 unconnected molecules or ions with the total composition CH5NO2P at a distorted geometry, with properties calculated with ωB97M-V/def2-TZVPD.

Computed properties:
- Relative energy (zero: lowest compared OMol25 entry of this formula, charge and spin): 65.3 kcal per mole
- Highest occupied orbital energy (spin up / spin down): -0.126 / -0.126 Eh
- Spin multiplicity: 1
- HOMO-LUMO gap (spin up / spin down): 0.27597 / 0.27582 Ha
- E_LUMO (spin up / spin down): 4.1 / 4.1 eV
- Net charge: -1

```
10
CH5NO2P, DFT ωB97M-V/def2-TZVPD
P -2.067 -0.225 -0.045
O -2.712 -0.689 1.185
O -2.715 -0.401 -1.331
N -1.802 1.588 0.161
C 0.717 -1.122 0.012
H -1.524 1.914 1.120
H -1.470 2.150 -0.617
H 1.106 -0.380 0.674
H 0.795 -2.068 0.566
H 1.223 -1.477 -0.917
```

=====

No. 5
Below is 2 unconnected molecules or ions with the total composition C3H6O3P at a distorted geometry, with properties calculated with ωB97M-V/def2-TZVPD.

Computed properties:
- Relative energy (zero: lowest compared OMol25 entry of this formula, charge and spin): 24.5 kcal per mole
- Highest occupied orbital energy: -0.161 Eh
- Spin multiplicity: 1
- HOMO-LUMO gap: 0.30050 Ha
- E_LUMO: 3.8 eV
- Net charge: -1

```
13
C3H6O3P, DFT ωB97M-V/def2-TZVPD
P -3.852 -0.831 0.713
O 0.134 2.394 -0.884
O -4.079 0.648 0.575
O -3.021 -1.361 -0.442
C 0.704 -0.069 0.202
C -0.669 0.468 0.113
C -0.782 1.803 -0.361
H -1.371 -0.253 -0.283
H -1.094 0.458 1.202
H 0.782 -0.997 -0.419
H 1.381 0.656 -0.147
H -1.677 2.374 -0.282
H 0.906 -0.270 1.332
```

=====

No. 6
Below is a molecular structure, C20H30NPTi at a distorted geometry, with properties calculated with ωB97M-V/def2-TZVPD.

Computed properties:
- Highest occupied orbital energy (spin up / spin down): -0.233 / -0.261 Eh
- Spin multiplicity: 3
- Expectation value of S²: 2.01
- HOMO-LUMO gap (spin up / spin down): 0.23793 / 0.25298 Ha
- E_LUMO (spin up / spin down): 0.1 / -0.2 eV

```
53
C20H30NPTi, DFT ωB97M-V/def2-TZVPD
Ti 1.038 -0.024 -1.355
P -0.660 -1.628 -1.917
N -1.936 0.699 2.620
C -2.001 2.132 -2.665
C 4.127 -2.162 1.606
C 1.983 0.651 0.351
C -1.866 3.229 -0.520
C -0.280 -3.004 -3.018
C -0.670 1.168 -0.847
C -1.023 2.232 0.012
C -1.263 1.959 2.657
C 3.111 -1.220 1.522
C -0.503 2.488 1.394
C 3.162 -0.217 0.527
C -1.435 -0.437 3.343
C 4.274 -0.132 -0.333
C -2.300 3.215 -1.845
C -1.261 1.086 -2.122
C 5.289 -1.086 -0.233
C -2.327 -2.037 -1.315
C 5.220 -2.099 0.730
C -3.179 0.548 1.929
C -1.055 -0.149 -2.979
H 0.640 -2.808 -3.581
H -0.522 1.883 3.471
H -1.344 -1.315 2.678
H 1.533 -1.616 -0.685
H 0.950 -1.445 -0.227
H -0.267 0.014 -3.736
H -0.502 3.579 1.540
H 6.151 -1.033 -0.904
H -2.269 -2.776 -0.503
H -2.871 4.049 -2.251
H -2.848 -1.150 -0.931
H -4.051 0.678 2.597
H 2.239 -1.253 2.186
H -2.093 -0.730 4.185
H -0.114 -3.904 -2.408
H -0.432 -0.207 3.731
H 1.201 0.502 1.115
H -2.279 2.073 -3.722
H -3.244 -0.456 1.480
H 6.027 -2.836 0.811
H -1.110 -3.187 -3.713
H 4.076 -2.946 2.366
H -2.922 -2.459 -2.142
H 4.300 0.667 -1.084
H -3.242 1.280 1.112
H -2.176 4.060 0.126
H 2.158 1.687 0.010
H -1.968 -0.483 -3.487
H 0.553 2.205 1.482
H -2.020 2.718 2.940
```

=====

Q: Which E_tot values were calculated for the entries above? A: -142804.3879, -20200.0739, -16116.9558, -15992.6249, -18641.7482, -55114.8478, in eV.